C3H3N3 in the gas phase in a non-equilibrium geometry, computed with wB97M-V/def2-TZVPD.

The calculation puts the molecular weight at 81.078 g/mol. As for the gap between HOMO and LUMO: 11.63 eV. The calculation puts the energy at -280.3464 Ha. Its SMILES is N#CC(N)C#N.

Each line ends with the Löwdin charge.
Positions of all 9 atoms, in Å:
N 2.507307 -0.509955 -0.503277  0.1764
N -0.680897 2.454452 -0.202840  0.1649
N -0.825511 -1.030182 -0.061419  0.0535
C 1.452793 -0.276256 -0.094628  -0.1734
C -0.298582 1.389237 0.032404  -0.1700
C 0.090593 0.002727 0.400154  -0.3768
H -0.597941 -1.324112 -1.003935  0.0870
H -1.779246 -0.683978 -0.063195  0.0887
H 0.131487 -0.021937 1.496740  0.1497

Atoms 1-3, force components in eV/Å:
-1.04 0.22 0.42
0.39 -1.06 0.19
-0.08 0.03 -0.13

C3H3N3 in the gas phase in a non-equilibrium geometry, computed with wB97M-V/def2-TZVPD.

The calculation puts the molecular weight at 81.078 g/mol. As for the gap between HOMO and LUMO (alpha / beta): 8.08 / 7.06 eV. The calculation puts the energy at -280.1357 Ha. Its SMILES is CC1=C=NN=N1.

Each line ends with the Löwdin charge.
Positions of all 9 atoms, in Å:
N -1.636033 3.517922 0.432973  -0.0865
N -1.221911 3.143317 1.602660  -0.0092
N -0.586464 1.888447 1.661868  0.0232
C 0.005436 0.006877 0.042021  -0.0511
C -1.339713 2.609455 -0.371556  0.0864
C -0.473285 1.242011 0.619419  -0.2427
H -0.821553 -0.632597 -0.274659  0.0959
H 0.586207 -0.505112 0.809853  0.0925
H 0.634900 0.198670 -0.825599  0.0915

Atoms 1-3, force components in eV/Å:
-0.06 -0.35 -1.33
0.46 0.57 3.85
0.67 -0.73 1.52

A molecular structure, C3H3N3 in a non-equilibrium geometry, computed with wB97M-V/def2-TZVPD.

The calculation puts the molecular weight at 81.078 g/mol. As for the gap between HOMO and LUMO: 8.91 eV. The calculation puts the energy at -280.2477 Ha.

Each line ends with the Löwdin charge.
Positions of all 9 atoms, in Å:
N -0.998309 -0.898777 -0.282142  0.0615
N 2.338754 -0.478784 0.261300  0.2220
N -0.826292 2.639084 -0.176148  0.1352
C -0.105386 0.162278 -0.125617  -0.3787
C -0.488825 1.530059 -0.141753  -0.2001
C 1.182726 -0.130556 0.067223  -0.2014
H 1.637638 -0.390232 1.260566  0.1900
H -1.888453 -0.900537 0.180915  0.0871
H -0.851855 -1.532533 -1.044343  0.0844

Atoms 1-3, force components in eV/Å:
-0.22 -0.55 0.00
-2.04 0.34 2.60
0.26 -0.88 0.17

C3H3N3 in the gas phase in a non-equilibrium geometry, computed with wB97M-V/def2-TZVPD.

The calculation puts the molecular weight at 81.078 g/mol. As for the gap between HOMO and LUMO: 9.34 eV. The calculation puts the energy at -280.3063 Ha.

Each line ends with the Löwdin charge.
Positions of all 9 atoms, in Å:
N -1.007893 0.453788 -1.306953  -0.1292
N -0.101497 0.845618 2.557568  0.1363
N -2.051156 0.733099 -1.681349  0.2152
C 0.178525 0.144590 -0.906602  -0.1642
C 0.432154 -0.562224 0.395566  -0.1818
C 0.109680 0.221389 1.604610  -0.2217
H -0.056116 -1.542170 0.470593  0.1169
H 1.508113 -0.768389 0.408882  0.1168
H 0.988191 0.474299 -1.542316  0.1117

Atoms 1-3, force components in eV/Å:
-1.77 0.44 -0.59
0.16 -0.76 -1.16
1.62 -0.47 0.65

3 unconnected molecules or ions with the total composition C3H3N3 in a non-equilibrium geometry, computed with wB97M-V/def2-TZVPD.

The calculation puts the molecular weight at 81.078 g/mol. As for the gap between HOMO and LUMO: 12.04 eV. The calculation puts the energy at -280.3084 Ha. Its SMILES is C#C.C#N.N#N.

Each line ends with the Löwdin charge.
Positions of all 9 atoms, in Å:
N -0.639066 -2.807163 0.117438  0.0363
N -1.348039 -1.978297 0.256972  0.0249
N 1.911661 -1.467330 -0.011808  0.0441
C -0.478065 1.878051 -0.205118  -0.0337
C 1.863704 -0.317379 0.044928  -0.0907
C -1.342858 1.059370 -0.048954  -0.0207
H 1.803440 0.747678 0.098986  0.0238
H -2.078825 0.293602 0.095228  -0.0075
H 0.308044 2.591470 -0.347668  0.0235

Atoms 1-3, force components in eV/Å:
-1.17 1.12 0.21
1.03 -1.40 -0.19
0.11 1.05 0.04

C3H3N3 in the gas phase in a non-equilibrium geometry, computed with wB97M-V/def2-TZVPD.

The calculation puts the molecular weight at 81.078 g/mol. As for the gap between HOMO and LUMO: 9.64 eV. The calculation puts the energy at -280.3240 Ha. Its SMILES is c1cnncn1.

Each line ends with the Löwdin charge.
Positions of all 9 atoms, in Å:
N -0.097832 -1.370455 0.070088  0.0328
N -1.262702 -0.651208 -0.062517  0.0342
N 1.239630 0.644656 -0.049149  0.0870
C 1.089155 -0.680600 -0.031523  -0.1795
C -1.109216 0.646022 0.001235  -0.1271
C 0.139097 1.287815 0.058911  -0.1306
H 0.196400 2.300905 0.035327  0.0792
H -2.018037 1.186819 0.021164  0.0922
H 1.953754 -1.368099 0.062813  0.1117

Atoms 1-3, force components in eV/Å:
0.67 1.68 -1.22
2.17 -0.95 0.80
1.78 -1.37 -0.09

2 unconnected molecules or ions with the total composition C3H3N3 in a non-equilibrium geometry, computed with wB97M-V/def2-TZVPD.

The calculation puts the molecular weight at 81.078 g/mol. As for the gap between HOMO and LUMO: 10.66 eV. The calculation puts the energy at -280.3035 Ha.

Each line ends with the Löwdin charge.
Positions of all 9 atoms, in Å:
N -0.503249 -0.838129 -0.452369  0.1005
N -1.719273 1.582052 0.232716  0.0108
N 2.941717 -1.344565 -0.243945  0.1691
C 1.866939 -0.970427 -0.036780  -0.1750
C 0.524849 -0.472408 0.195645  -0.2158
C -1.499801 2.676465 0.595368  -0.0875
H 0.418911 0.291969 0.967462  0.1010
H -0.301245 -1.544970 -1.160214  0.0853
H -1.728844 0.620013 -0.097883  0.0117

Atoms 1-3, force components in eV/Å:
0.40 0.01 0.12
0.16 1.12 0.36
-1.03 0.33 0.22

A molecular structure, C3H3N3 in a non-equilibrium geometry, computed with wB97M-V/def2-TZVPD.

As for the spin multiplicity: 3. The calculation puts the molecular weight at 81.078 g/mol. As for the gap between HOMO and LUMO (alpha / beta): 10.80 / 7.90 eV. The calculation puts the energy at -280.1557 Ha.

Each line ends with the Mulliken spin population.
Positions of all 9 atoms, in Å:
N 2.334743 -1.014917 0.019431  0.1488
N 3.735063 0.656841 -0.020101  -0.0833
N 3.643424 -0.587457 -0.061289  0.4272
C 0.020560 -0.012005 -0.101390  0.0091
C 2.472373 0.965616 0.047458  1.3525
C 1.496788 -0.005719 0.107223  0.1330
H -0.336677 -1.072793 -0.081045  -0.0011
H -0.355440 0.285434 0.922848  0.0096
H -0.380563 0.679098 -0.865663  0.0043

Atoms 1-3, force components in eV/Å:
-2.57 -2.59 0.11
0.73 1.84 -0.07
1.70 -3.40 0.15

C3H3N3O in the gas phase in a non-equilibrium geometry, computed with wB97M-V/def2-TZVPD.

The calculation puts the molecular weight at 97.077 g/mol. As for the gap between HOMO and LUMO: 8.92 eV. The calculation puts the energy at -355.4654 Ha. Its SMILES is N=C=N/N=C\C=O.

Each line ends with the Löwdin charge.
Positions of all 10 atoms, in Å:
O -1.551885 0.594494 1.252302  0.0560
N -0.265076 0.745015 -1.356730  0.0604
N 2.000856 -0.155238 0.711724  0.1848
N 0.511939 1.406727 -0.485210  0.0784
C 1.068941 0.443810 0.184772  -0.2843
C -0.598642 -0.393856 -0.757766  -0.1509
C -1.377617 -0.354052 0.537364  -0.2653
H -0.813683 -1.252816 -1.383812  0.1037
H -1.900286 -1.310240 0.703380  0.1195
H 2.925456 0.276154 0.593976  0.0976

Atoms 1-3, force components in eV/Å:
0.10 -0.24 -0.14
0.90 0.04 0.06
-0.69 0.70 -0.16

3 unconnected molecules or ions with the total composition C3H3N3O in a non-equilibrium geometry, computed with wB97M-V/def2-TZVPD.

The calculation puts the molecular weight at 97.077 g/mol. As for the gap between HOMO and LUMO: 9.91 eV. The calculation puts the energy at -355.5513 Ha. Its SMILES is C#CO.C#N.N#N.

Each line ends with the Löwdin charge.
Positions of all 10 atoms, in Å:
O 2.357311 -0.595715 0.140941  0.0238
N -0.158749 -1.843454 0.108960  0.1035
N -1.761802 1.804474 -0.170817  0.0565
N -2.271775 0.829372 -0.125821  0.0341
C 1.787689 0.576831 0.029969  -0.3190
C -1.307481 -1.899708 0.064863  -0.0440
C 1.285175 1.664184 -0.071655  0.0451
H -2.375906 -1.954164 0.024143  0.0575
H 0.837806 2.627844 -0.161282  0.0032
H 1.643831 -1.265601 0.153470  0.0393

Atoms 1-3, force components in eV/Å:
-0.14 0.24 -0.02
-1.25 -0.14 -0.04
-0.99 -1.66 0.07

C3H3N3O in the gas phase in a non-equilibrium geometry, computed with wB97M-V/def2-TZVPD.

The calculation puts the molecular weight at 97.077 g/mol. As for the gap between HOMO and LUMO: 9.89 eV. The calculation puts the energy at -355.5299 Ha. Its SMILES is O=Cn1ccnn1.

Each line ends with the Löwdin charge.
Positions of all 10 atoms, in Å:
O 1.954436 -1.866028 -0.156340  0.0508
N 0.134374 1.541203 -1.204145  0.0347
N 0.453850 -0.170780 0.083822  -0.1346
N 0.986608 0.559611 -0.894436  0.0608
C -0.928300 0.132347 0.202556  -0.0243
C 1.072041 -1.359292 0.556586  -0.2134
C -0.956750 1.270984 -0.551778  -0.2289
H -1.893418 1.905825 -0.767710  0.1305
H -1.561648 -0.379754 0.935598  0.1156
H 0.738807 -1.634116 1.795848  0.2087

Atoms 1-3, force components in eV/Å:
-3.16 1.01 3.31
3.15 -2.32 -0.29
-2.82 -0.67 -0.59

C3H3N3O in the gas phase in a non-equilibrium geometry, computed with wB97M-V/def2-TZVPD.

The calculation puts the molecular weight at 97.077 g/mol. As for the gap between HOMO and LUMO: 9.34 eV. The calculation puts the energy at -355.5089 Ha. Its SMILES is [H]/N=C1\N=CNC1=O.

Each line ends with the Löwdin charge.
Positions of all 10 atoms, in Å:
O -1.333651 1.158913 -0.843154  0.0863
N -0.309818 0.738907 1.271169  0.0736
N 1.435978 -0.805428 0.306286  0.1224
N -0.423669 -1.273357 -1.431516  0.1847
C 1.071637 0.105099 1.279778  -0.1072
C 0.267955 -0.603318 -0.554652  -0.3692
C -0.582569 0.542661 -0.095216  -0.5144
H 1.391512 -0.020887 2.458884  0.1681
H -0.351473 1.986048 1.152093  0.2690
H 0.169599 -2.123977 -1.666775  0.0867

Atoms 1-3, force components in eV/Å:
1.24 -0.67 2.09
2.27 4.45 -2.38
-3.20 3.98 2.33

Going through the records in order, we get energy relative to the best compared isomer or geometry (same formula, charge and spin) values of 0.935 6.670 3.621 2.027 1.970 1.546 2.102 1.795 4.749 2.409 2.994 3.565 eV.